# 1
{
  "formula": "C3H5N3OS",
  "method": "ωB97M-V/def2-TZVPD",
  "multiplicity": 1,
  "de_lowest_kj_mol": 341.67,
  "smiles": "[H]/N=C\\N(O)/C=N\\C=S",
  "species": ["H", "N", "C", "N", "O", "C", "N", "C", "S", "H", "H", "H", "H"],
  "positions_angstrom": [[2.562, -1.368, 0.049], [2.059, -1.110, 0.913], [0.982, -0.503, 0.666], [0.498, -0.183, -0.633], [1.216, -0.732, -1.683], [-0.781, 0.201, -0.977], [-1.679, 0.719, -0.271], [-1.890, 1.020, 1.033], [-2.348, -0.012, 2.214], [0.341, -0.161, 1.476], [1.836, -0.015, -1.954], [-0.958, 0.051, -2.060], [-1.837, 2.093, 1.227]]
}


# 2
{
  "formula": "C6H8INO2",
  "method": "ωB97M-V/def2-TZVPD",
  "multiplicity": 1,
  "de_lowest_kj_mol": 239.17,
  "smiles": "CCOc1oc(C)nc1I",
  "species": ["C", "C", "O", "C", "O", "C", "C", "N", "C", "I", "H", "H", "H", "H", "H", "H", "H", "H"],
  "positions_angstrom": [[-0.944, -1.701, -0.619], [0.086, -2.138, 0.357], [1.414, -1.788, 0.058], [1.799, -0.578, 0.171], [1.024, 0.455, 0.285], [1.680, 1.739, 0.410], [0.910, 2.916, -0.045], [2.955, 1.557, 0.332], [3.321, 0.320, 0.309], [5.203, -0.439, 0.302], [-1.284, -0.604, -0.519], [-0.433, -1.754, -1.589], [-1.749, -2.381, -0.743], [0.178, -3.178, 0.790], [-0.098, -1.689, 1.307], [0.631, 2.710, -1.044], [0.108, 3.045, 0.526], [1.666, 3.775, 0.047]]
}


# 3
{
  "formula": "C5H5BrN2O4S",
  "method": "ωB97M-V/def2-TZVPD",
  "multiplicity": 1,
  "de_lowest_kj_mol": 710.35,
  "species": ["C", "C", "C", "C", "C", "N", "N", "O", "O", "O", "O", "S", "Br", "H", "H", "H", "H", "H"],
  "positions_angstrom": [[-0.692, 0.619, 0.120], [0.726, 0.235, 0.280], [1.148, -0.870, 1.156], [-1.632, -0.363, 0.063], [-0.855, 2.030, -0.331], [1.656, 0.534, -0.585], [-1.433, -1.640, 0.394], [1.834, 1.444, -1.308], [-2.316, -2.467, 0.385], [2.669, -0.502, -0.607], [0.944, -2.333, -1.054], [1.952, -1.981, -0.087], [-3.445, 0.148, -0.458], [2.109, -0.599, 1.877], [0.300, -1.258, 1.689], [-1.846, 2.315, 0.065], [-1.051, 1.926, -1.458], [-0.070, 2.765, -0.140]]
}


# 4
{
  "formula": "C22H56BeO24S7",
  "method": "ωB97M-V/def2-TZVPD",
  "multiplicity": 1,
  "species": ["Be", "C", "O", "O", "O", "O", "S", "O", "O", "C", "C", "C", "H", "H", "H", "H", "H", "H", "H", "H", "O", "S", "O", "O", "C", "C", "C", "H", "H", "H", "H", "H", "H", "H", "H", "O", "S", "O", "O", "C", "C", "C", "H", "H", "H", "H", "H", "H", "H", "H", "O", "S", "O", "O", "C", "C", "C", "H", "H", "H", "H", "H", "H", "H", "H", "O", "S", "O", "O", "C", "C", "C", "H", "H", "H", "H", "H", "H", "H", "H", "O", "S", "O", "O", "C", "C", "C", "H", "H", "H", "H", "H", "H", "H", "H", "O", "S", "O", "O", "C", "C", "C", "H", "H", "H", "H", "H", "H", "H", "H"],
  "positions_angstrom": [[0.286, 0.928, 1.097], [1.587, 2.671, 2.841], [2.276, 3.412, 3.565], [1.185, 1.527, 3.257], [1.182, 3.024, 1.657], [-0.384, -1.152, 2.530], [-0.656, -1.681, 3.848], [-1.905, -1.469, 4.600], [-0.458, -3.290, 3.768], [-0.903, -4.092, 4.873], [-1.115, -5.532, 4.350], [0.721, -1.233, 5.018], [-1.804, -3.648, 5.294], [-0.134, -4.058, 5.646], [-1.231, -6.266, 5.146], [-0.194, -5.815, 3.838], [-1.959, -5.627, 3.667], [0.773, -0.145, 5.061], [1.618, -1.679, 4.593], [0.478, -1.599, 6.015], [-2.039, -0.631, 0.608], [-3.340, -1.073, 0.149], [-3.935, -0.669, -1.129], [-3.330, -2.745, 0.086], [-2.685, -3.405, 1.189], [-1.361, -3.960, 0.737], [-4.626, -0.845, 1.487], [-3.342, -4.232, 1.464], [-2.555, -2.714, 2.022], [-1.615, -4.651, -0.068], [-0.839, -4.546, 1.489], [-0.826, -3.082, 0.376], [-5.502, -1.411, 1.178], [-4.781, 0.216, 1.676], [-4.180, -1.288, 2.377], [-4.052, 3.015, 2.622], [-2.993, 2.851, 1.655], [-1.929, 1.933, 1.989], [-3.651, 2.405, 0.204], [-4.705, 3.255, -0.348], [-5.896, 2.377, -0.796], [-2.344, 4.463, 1.263], [-4.437, 3.804, -1.251], [-5.077, 3.946, 0.408], [-6.847, 2.888, -0.934], [-5.989, 1.607, -0.030], [-5.597, 1.920, -1.740], [-2.649, 4.709, 0.249], [-1.271, 4.462, 1.457], [-2.798, 5.164, 1.963], [-0.867, 1.959, -0.765], [-1.150, 2.749, -1.947], [-1.750, 4.059, -1.782], [0.178, 2.850, -2.873], [0.261, 3.904, -3.843], [0.400, 3.387, -5.271], [-2.185, 1.750, -3.074], [1.035, 4.645, -3.627], [-0.569, 4.582, -3.635], [1.419, 3.123, -5.551], [0.087, 4.211, -5.914], [-0.275, 2.548, -5.436], [-2.562, 2.397, -3.864], [-2.943, 1.343, -2.405], [-1.574, 0.942, -3.473], [3.163, 2.210, -2.806], [2.945, 2.255, -1.366], [1.918, 1.499, -0.711], [4.407, 1.949, -0.645], [4.610, 2.107, 0.749], [5.966, 1.541, 1.111], [2.746, 4.106, -0.886], [3.837, 1.594, 1.323], [4.581, 3.176, 0.968], [6.363, 1.705, 2.111], [6.753, 2.024, 0.526], [5.954, 0.488, 0.830], [1.896, 4.468, -1.459], [3.681, 4.652, -1.003], [2.538, 4.113, 0.187], [4.553, -1.868, 1.797], [3.310, -1.759, 1.056], [2.379, -0.733, 1.384], [3.711, -1.733, -0.554], [5.038, -2.084, -0.933], [5.542, -1.047, -1.932], [2.525, -3.405, 1.143], [5.088, -3.073, -1.395], [5.710, -2.188, -0.082], [5.984, -0.163, -1.468], [4.781, -0.617, -2.581], [6.417, -1.425, -2.464], [3.376, -4.072, 1.021], [1.775, -3.493, 0.359], [2.087, -3.588, 2.123], [0.452, -0.876, -0.706], [0.426, -1.549, -2.009], [0.662, -2.970, -2.050], [-1.096, -1.279, -2.679], [-1.495, -2.282, -3.613], [-2.334, -3.284, -2.911], [1.489, -0.572, -3.205], [-0.734, -2.722, -4.262], [-2.078, -1.696, -4.329], [-2.809, -4.011, -3.571], [-3.059, -2.756, -2.296], [-1.779, -3.880, -2.186], [1.084, 0.431, -3.322], [1.522, -1.116, -4.147], [2.439, -0.564, -2.672]]
}


# 5
{
  "formula": "C4H8N2O",
  "method": "ωB97M-V/def2-TZVPD",
  "multiplicity": 1,
  "de_lowest_kj_mol": 357.46,
  "smiles": "N#C[C@@H](N)CCO",
  "species": ["N", "C", "C", "N", "C", "C", "O", "H", "H", "H", "H", "H", "H", "H", "H"],
  "positions_angstrom": [[1.741, -2.119, -1.029], [0.896, -1.461, -0.593], [0.185, -0.748, 0.464], [1.438, -1.289, 1.495], [-0.007, 0.781, 0.211], [-0.850, 1.311, -0.984], [-2.206, 0.926, -0.850], [-0.835, -1.178, 0.590], [1.803, -1.053, 2.434], [1.234, -2.281, 1.574], [0.990, 1.208, 0.101], [-0.479, 1.205, 1.103], [-0.439, 0.994, -1.955], [-0.769, 2.416, -0.963], [-2.703, 1.288, -1.598]]
}


# 6
{
  "formula": "C7H23AsClNO2PSi",
  "method": "ωB97M-V/def2-TZVPD",
  "multiplicity": 1,
  "de_lowest_kj_mol": 359.71,
  "total_charge": -1,
  "species": ["C", "N", "C", "As", "C", "C", "O", "Si", "C", "C", "C", "P", "O", "Cl", "H", "H", "H", "H", "H", "H", "H", "H", "H", "H", "H", "H", "H", "H", "H", "H", "H", "H", "H", "H", "H", "H", "H"],
  "positions_angstrom": [[-3.477, -0.626, -0.016], [-3.324, -0.858, -1.503], [-2.023, -1.577, -1.845], [-0.403, -0.308, -1.757], [1.150, 1.008, -1.546], [0.803, 2.292, -0.587], [1.643, 2.418, 0.615], [1.306, 1.166, 1.803], [-0.549, 0.678, 1.970], [2.476, -0.360, 1.417], [1.865, 1.781, 3.577], [1.011, -1.855, -2.685], [2.325, -2.286, -1.571], [0.024, -3.735, -3.020], [-2.768, -1.263, 0.662], [-3.390, 0.543, 0.158], [-4.611, -0.890, 0.246], [-4.079, -1.569, -1.736], [-1.806, -2.509, -1.168], [-2.109, -1.852, -3.003], [-0.691, 0.205, -3.223], [-1.393, 0.777, -1.263], [-0.084, -0.828, -0.332], [2.164, 0.464, -1.231], [1.370, 1.426, -2.643], [-0.312, 2.370, -0.241], [1.008, 3.265, -1.246], [-0.627, -0.404, 2.467], [-1.143, 0.609, 0.963], [-1.139, 1.399, 2.703], [1.943, -1.174, 0.762], [3.392, 0.109, 0.830], [2.905, -0.795, 2.418], [2.859, 1.214, 3.910], [1.041, 1.429, 4.360], [2.003, 2.942, 3.638], [2.641, -3.205, -1.885]]
}


# 7
{
  "formula": "C2HN5O",
  "method": "ωB97M-V/def2-TZVPD",
  "multiplicity": 1,
  "de_lowest_kj_mol": 464.88,
  "smiles": "O=c1nncnnn1",
  "species": ["O", "C", "N", "N", "C", "N", "N", "N", "H"],
  "positions_angstrom": [[-2.477, -0.271, 0.445], [-1.241, -0.234, 0.045], [-0.859, 0.746, -0.790], [0.301, 1.293, -0.522], [1.128, 0.639, 0.305], [1.416, -0.704, 0.420], [0.778, -1.501, -0.519], [-0.524, -1.422, -0.484], [1.478, 1.453, 1.100]]
}


# 8
{
  "formula": "C12H27NO25PS8",
  "method": "ωB97M-V/def2-TZVPD",
  "multiplicity": 1,
  "total_charge": -1,
  "species": ["C", "C", "O", "S", "O", "O", "N", "S", "O", "O", "P", "S", "H", "H", "H", "H", "H", "H", "H", "C", "C", "O", "S", "O", "O", "O", "H", "H", "H", "H", "C", "C", "O", "S", "O", "O", "O", "H", "H", "H", "H", "C", "C", "O", "S", "O", "O", "O", "H", "H", "H", "H", "C", "C", "O", "S", "O", "O", "O", "H", "H", "H", "H", "C", "C", "O", "S", "O", "O", "O", "H", "H", "H", "H"],
  "positions_angstrom": [[-4.940, -0.838, 0.485], [-3.446, -0.595, 0.511], [-2.934, -0.712, -0.831], [-2.162, 0.548, -1.417], [-2.181, 0.378, -2.842], [-2.776, 1.729, -0.890], [-0.720, 0.235, -0.772], [0.498, 1.007, -1.376], [1.265, 0.229, -2.324], [0.255, 2.384, -1.751], [1.776, 1.218, 0.390], [0.770, 1.554, 2.019], [-5.486, 0.002, 0.060], [-5.108, -1.682, -0.188], [-5.330, -1.124, 1.457], [-3.175, 0.352, 0.968], [-2.969, -1.378, 1.100], [2.528, 0.033, 0.417], [2.607, 2.281, 0.020], [-4.986, -5.700, 0.475], [-5.237, -6.263, 1.859], [-4.305, -5.563, 2.692], [-4.097, -4.076, 2.140], [-4.928, -3.197, 2.878], [-2.704, -3.854, 2.005], [-4.745, -4.304, 0.701], [-4.096, -6.136, 0.017], [-5.836, -5.817, -0.191], [-5.052, -7.331, 1.924], [-6.249, -6.042, 2.206], [2.411, 4.526, -2.136], [2.900, 5.384, -3.274], [4.273, 5.671, -2.942], [4.903, 4.424, -2.170], [5.629, 3.624, -3.090], [5.510, 4.905, -0.978], [3.541, 3.677, -1.819], [2.174, 5.123, -1.256], [1.552, 3.918, -2.407], [2.334, 6.307, -3.364], [2.878, 4.843, -4.222], [-0.296, -5.071, 4.868], [-0.855, -4.236, 5.998], [-1.912, -5.044, 6.538], [-1.531, -6.589, 6.415], [-0.989, -7.045, 7.643], [-2.609, -7.267, 5.794], [-0.332, -6.420, 5.370], [-0.924, -5.012, 3.977], [0.724, -4.797, 4.617], [-1.253, -3.283, 5.662], [-0.113, -4.069, 6.782], [3.722, 8.767, 1.497], [4.629, 8.677, 0.288], [3.798, 8.106, -0.729], [2.290, 8.592, -0.532], [2.039, 9.685, -1.400], [1.458, 7.446, -0.503], [2.448, 9.153, 0.957], [3.612, 7.800, 1.991], [4.051, 9.512, 2.217], [5.493, 8.038, 0.449], [4.956, 9.665, -0.043], [2.014, -2.260, -4.869], [1.153, -2.840, -3.774], [0.533, -3.991, -4.390], [1.535, -4.642, -5.437], [2.219, -5.734, -4.838], [0.853, -4.809, -6.670], [2.551, -3.418, -5.544], [1.425, -1.681, -5.580], [2.825, -1.650, -4.483], [0.394, -2.143, -3.428], [1.749, -3.183, -2.928]]
}


# 9
{
  "formula": "C10H27KNO6",
  "method": "ωB97M-V/def2-TZVPD",
  "multiplicity": 1,
  "de_lowest_kj_mol": 0.00,
  "total_charge": 1,
  "species": ["K", "C", "C", "O", "O", "H", "H", "H", "H", "H", "H", "C", "C", "O", "O", "H", "H", "H", "H", "H", "H", "C", "O", "C", "C", "N", "C", "C", "O", "C", "H", "H", "H", "H", "H", "H", "H", "H", "H", "H", "H", "H", "H", "H", "H"],
  "positions_angstrom": [[-0.373, -0.745, -0.429], [1.283, -3.693, 1.944], [0.540, -5.030, 1.846], [-0.656, -5.022, 2.648], [0.638, -2.618, 1.204], [2.315, -3.763, 1.616], [1.246, -3.367, 2.989], [1.154, -5.801, 2.298], [0.239, -5.194, 0.810], [-1.261, -4.367, 2.289], [-0.258, -2.544, 1.551], [-0.109, -0.042, 3.746], [-0.943, 0.980, 2.989], [-1.509, 0.414, 1.779], [-0.858, -1.188, 4.150], [0.312, 0.381, 4.657], [0.748, -0.354, 3.137], [-0.322, 1.822, 2.694], [-1.781, 1.322, 3.599], [-2.148, -0.248, 2.073], [-1.222, -1.571, 3.346], [-0.399, -1.929, -3.932], [0.073, -0.986, -2.989], [1.078, -0.106, -3.536], [1.534, 0.918, -2.488], [0.453, 1.756, -2.024], [0.798, 2.478, -0.794], [-0.392, 3.371, -0.443], [-0.280, 4.495, -1.278], [-1.416, 5.356, -1.171], [-0.874, -1.367, -4.741], [-1.129, -2.616, -3.502], [0.382, -2.597, -4.311], [0.689, 0.395, -4.427], [1.883, -0.789, -3.819], [2.444, 1.370, -2.902], [1.914, 0.342, -1.632], [0.197, 2.526, -2.643], [1.730, 3.046, -0.881], [0.975, 1.716, -0.030], [-0.298, 3.679, 0.607], [-1.334, 2.841, -0.613], [-1.612, 5.486, -0.102], [-2.270, 4.918, -1.688], [-1.184, 6.327, -1.596]]
}


# 10
{
  "formula": "C4H10S",
  "method": "ωB97M-V/def2-TZVPD",
  "multiplicity": 1,
  "de_lowest_kj_mol": 24.06,
  "smiles": "CC(C)(C)S",
  "species": ["C", "C", "C", "C", "S", "H", "H", "H", "H", "H", "H", "H", "H", "H", "H"],
  "positions_angstrom": [[-0.290, 1.399, -0.230], [0.233, -0.057, -0.081], [-0.228, -0.663, 1.206], [-0.283, -0.953, -1.154], [1.960, -0.094, -0.134], [-1.374, 1.467, 0.019], [0.224, 2.133, 0.340], [-0.260, 1.870, -1.209], [-1.332, -0.759, 1.202], [0.077, -0.011, 2.052], [0.174, -1.650, 1.341], [0.089, -1.964, -0.845], [0.214, -0.681, -2.104], [-1.391, -0.882, -1.150], [2.188, 0.845, 0.747]]
}


# 11
{
  "formula": "C4H9NO2",
  "method": "ωB97M-V/def2-TZVPD",
  "multiplicity": 1,
  "de_lowest_kj_mol": 172.74,
  "smiles": "[H]/N=C\\C.COC=O",
  "species": ["H", "N", "C", "C", "H", "H", "H", "H", "C", "O", "C", "O", "H", "H", "H", "H"],
  "positions_angstrom": [[0.796, -1.384, -1.451], [0.242, -0.716, -0.908], [0.564, 0.480, -1.192], [1.623, 0.968, -2.130], [0.039, 1.268, -0.647], [2.104, 0.160, -2.690], [1.210, 1.703, -2.829], [2.375, 1.489, -1.526], [-0.810, -1.271, 2.239], [-1.881, -0.880, 1.375], [-1.767, 0.358, 0.907], [-0.979, 1.186, 1.297], [-1.065, -2.261, 2.615], [0.110, -1.306, 1.650], [-0.697, -0.560, 3.059], [-2.504, 0.537, 0.111]]
}


# 12
{
  "formula": "C8H20BrLiO4",
  "method": "ωB97M-V/def2-TZVPD",
  "multiplicity": 1,
  "de_lowest_kj_mol": 100.82,
  "species": ["Li", "Br", "C", "O", "C", "C", "O", "C", "H", "H", "H", "H", "H", "H", "H", "H", "H", "H", "C", "O", "C", "C", "O", "C", "H", "H", "H", "H", "H", "H", "H", "H", "H", "H"],
  "positions_angstrom": [[-6.241, 6.070, 26.884], [-5.111, 7.416, 28.621], [-9.222, 6.117, 28.340], [-8.254, 6.418, 27.347], [-8.675, 7.387, 26.370], [-7.459, 7.761, 25.447], [-6.679, 6.639, 25.027], [-7.178, 6.072, 23.836], [-8.925, 5.347, 29.052], [-10.193, 5.923, 27.884], [-9.455, 6.992, 28.947], [-9.003, 8.339, 26.788], [-9.395, 6.891, 25.719], [-6.811, 8.419, 26.026], [-7.851, 8.338, 24.609], [-7.265, 6.753, 22.990], [-8.175, 5.670, 24.018], [-6.498, 5.251, 23.608], [-8.055, 3.311, 25.695], [-7.173, 4.084, 26.478], [-5.890, 3.482, 26.782], [-4.898, 3.766, 25.644], [-4.698, 5.136, 25.591], [-3.757, 5.527, 24.631], [-9.051, 3.755, 25.693], [-8.221, 2.306, 26.084], [-7.811, 3.283, 24.634], [-5.971, 2.402, 26.903], [-5.556, 3.952, 27.707], [-5.267, 3.407, 24.684], [-3.934, 3.275, 25.783], [-3.437, 6.561, 24.762], [-4.207, 5.391, 23.647], [-2.822, 4.980, 24.754]]
}


Respective Kohn-Sham gap values: 8.826 7.656 7.601 5.990 10.133 6.672 8.163 7.963 8.993 9.776 11.058 7.726 eV.